An isolated molecule of C4H8F2N2O, computed with ωB97M-V/def2-TZVPD.

Last column: Mulliken charge in e.
Geometry (Å):
C (1.07, 0.12, 1.29)  -1.338
C (0.87, -1.71, -0.46)  -1.583
C (-0.90, -0.08, -0.40)  -0.942
C (0.64, -0.25, -0.14)  1.403
N (-1.94, 1.97, -1.39)  -0.130
N (-1.29, 1.24, -0.10)  0.617
O (-1.44, 1.69, 1.07)  -0.538
F (1.41, 0.57, -1.02)  -0.394
F (-2.43, 3.15, -0.94)  -0.131
H (0.43, 0.93, 1.65)  0.315
H (2.08, 0.56, 1.28)  0.357
H (1.03, -0.70, 1.93)  0.360
H (0.55, -2.25, 0.47)  0.395
H (0.25, -2.04, -1.27)  0.390
H (1.93, -1.95, -0.64)  0.366
H (-1.29, -0.97, 0.11)  0.411
H (-0.97, -0.26, -1.46)  0.441

Output
* highest occupied orbital energy (spin up / spin down): -9.40 / -10.57 eV
* ΔE to the lowest compared entry with this formula, charge and spin: 133.43 kcal per mole
* structure (SMILES): CC(C)(F)C/[N+]([O-])=N/F
* LUMO level (spin up / spin down): -0.762 / -0.459 eV